Entry 1:
Formula: C17H18F3NO2
Source: the Open Molecules 2025 dataset
Level of theory: the ωB97M-V functional and the def2-TZVPD basis

Computed properties:
- HOMO-LUMO gap (eV) = 6.03
- E (hartree) = -1163.37707
- E_LUMO (eV) = -0.49

The geometry in ORCA input format:
```
! wB97M-V def2-TZVPD RIJCOSX def2/J DEFGRID3
* xyz 0 1
C 4.1683 -0.6291 2.6229
O 3.4543 0.5991 2.8701
C 2.1215 0.6146 2.5734
C 1.4135 1.8068 2.8599
C 0.0665 1.8792 2.6108
C -0.6495 0.7601 2.1243
C -2.0787 0.8786 1.9734
N -2.9475 0.1095 2.5677
C -4.3836 0.2943 2.3117
C -2.5534 -1.0758 3.3179
C 0.0649 -0.4182 1.8115
C 1.4259 -0.4950 2.0356
H 5.2006 -0.4453 2.9018
H 3.7464 -1.4392 3.2384
H 4.1113 -0.9050 1.5579
H 1.9579 2.6504 3.2809
H -0.4810 2.7981 2.8043
H -2.4809 1.7950 1.5295
H -4.9220 -0.4999 2.8357
H -4.7090 1.2826 2.6618
H -4.5666 0.2217 1.2335
H -3.4432 -1.4296 3.8468
H -2.2179 -1.8686 2.6418
H -1.7506 -0.8565 4.0305
H -0.4633 -1.2608 1.3549
H 1.9622 -1.4187 1.8040
F -3.4015 -2.8314 -3.3440
C -3.1891 -2.1065 -2.1994
F -4.4115 -1.9475 -1.5956
F -2.4207 -2.8858 -1.3713
C -2.5407 -0.7860 -2.4632
C -2.2797 0.0263 -1.2665
O -2.5953 -0.3581 -0.1116
C -1.6364 1.2920 -1.5229
C -1.3247 1.7062 -2.8072
C -1.6059 0.8985 -3.9151
C -2.2145 -0.3491 -3.7294
H -1.4162 1.9042 -0.6512
H -0.8558 2.6745 -2.9416
H -1.3526 1.2306 -4.9206
H -2.4366 -0.9875 -4.5787
*
```

---

Entry 2:
Formula: C5H9NO
Source: the Open Molecules 2025 dataset
Level of theory: the ωB97M-V functional and the def2-TZVPD basis

Computed properties:
- HOMO-LUMO gap (eV) = 8.78
- E (hartree) = -325.83050
- E_LUMO (eV) = 0.26
- relative energy (zero: lowest compared OMol25 entry of this formula, charge and spin) (eV) = 2.9132

The geometry in ORCA input format:
```
! wB97M-V def2-TZVPD RIJCOSX def2/J DEFGRID3
* xyz 0 1
C 0.1541 0.2388 -1.4364
C -2.5048 0.6207 0.2875
N -1.9096 -0.4460 0.7541
C -0.5352 -0.7695 0.7661
O -0.1994 -1.8599 1.1567
C 0.3612 0.2695 0.1443
C 1.8153 -0.0107 0.4921
H 0.3416 -0.7641 -1.8335
H 0.9229 0.8995 -1.8217
H -0.7781 0.5844 -1.8972
H -1.8328 1.4694 0.1266
H -2.4735 -1.2576 0.9868
H 0.0900 1.2633 0.5289
H 2.1194 -0.9899 0.1151
H 1.9717 -0.0077 1.5743
H 2.4573 0.7598 0.0566
*
```

---

Entry 3:
Formula: C4H4O
Source: the Open Molecules 2025 dataset
Level of theory: the ωB97M-V functional and the def2-TZVPD basis

Computed properties:
- HOMO-LUMO gap (spin up / spin down) (eV) = 10.45 / 7.13
- E (hartree) = -229.75750
- E_LUMO (spin up / spin down) (eV) = 0.11 / -0.18
- relative energy (zero: lowest compared OMol25 entry of this formula, charge and spin) (eV) = 7.3592

The geometry in ORCA input format:
```
! wB97M-V def2-TZVPD RIJCOSX def2/J DEFGRID3
* xyz 0 1
C 2.1936 0.5112 -1.0216
C 1.1275 0.3712 -0.4666
C -1.3918 0.3037 0.6380
C -0.0018 0.1192 0.2303
O -0.3975 -0.4734 1.3232
H 3.1862 0.4711 -1.3111
H -1.5276 1.1390 1.2265
H -2.2312 -0.1866 0.2714
H -0.9574 -2.2554 -0.8901
*
```